1.
Below is C19H20BrN3O4 in the gas phase in a non-equilibrium geometry, with properties calculated with ωB97M-V with the def2-TZVPD basis set.

CARTESIAN COORDINATES (ANGSTROEM)
1 C -5.896 -3.378 0.793
2 C -4.797 -2.776 -0.073
3 C -4.589 -1.302 0.239
4 O -5.225 -0.692 1.065
5 N -3.600 -0.756 -0.536
6 C -3.057 0.526 -0.495
7 C -2.041 0.824 -1.406
8 C -1.391 2.038 -1.358
9 C -1.746 2.986 -0.400
10 C -0.952 4.228 -0.215
11 O -1.389 5.353 -0.124
12 N 0.405 3.992 -0.101
13 N 0.865 2.746 -0.073
14 C 2.089 2.438 0.082
15 C 2.427 1.029 0.064
16 C 1.412 0.091 -0.122
17 C 1.697 -1.250 -0.172
18 Br 0.304 -2.499 -0.459
19 C 3.005 -1.722 -0.027
20 O 3.170 -3.062 -0.091
21 C 4.458 -3.606 0.047
22 C 4.022 -0.792 0.168
23 C 3.750 0.573 0.213
24 O 4.700 1.525 0.391
25 C 6.045 1.138 0.544
26 C -2.814 2.721 0.449
27 C -3.466 1.503 0.409
28 H -5.638 -3.280 1.844
29 H -6.833 -2.852 0.627
30 H -6.034 -4.430 0.558
31 H -3.852 -3.300 0.094
32 H -5.054 -2.874 -1.131
33 H -3.136 -1.382 -1.182
34 H -1.748 0.083 -2.136
35 H -0.603 2.251 -2.064
36 H 1.018 4.798 0.048
37 H 2.894 3.163 0.215
38 H 0.401 0.448 -0.229
39 H 4.330 -4.684 -0.039
40 H 4.890 -3.371 1.025
41 H 5.128 -3.256 -0.745
42 H 5.034 -1.142 0.284
43 H 6.416 0.612 -0.341
44 H 6.603 2.065 0.670
45 H 6.185 0.512 1.431
46 H -3.112 3.469 1.168
47 H -4.274 1.293 1.090

Properties
**LUMO level**: 0.4 eV
**F_max**: 1.104 eV Å⁻¹
**Energy relative to the best compared isomer or geometry (same formula, charge and spin)**: 1.0 kcal/mol
**Total charge**: 0
**Molecular weight**: 434.29 g/mol
**Gap between HOMO and LUMO**: 8.3951 eV

natural (NBO) population analysis, charges in e, atoms 1 to 4: C -0.60; C -0.50; C 0.69; O -0.60

=====

2.
Below is 2 unconnected molecules or ions with the total composition C12H20Cl4N3O2S in a non-equilibrium geometry, with properties calculated with ωB97M-V with the def2-TZVPD basis set.

CARTESIAN COORDINATES (ANGSTROEM)
1 O 3.658 -3.289 1.277
2 C 4.393 -2.393 1.455
3 Cl 4.872 -1.824 3.008
4 C 5.007 -1.662 0.285
5 N 3.944 -1.415 -0.726
6 C 3.210 -0.114 -0.572
7 C 2.621 0.073 0.805
8 C 1.535 1.167 0.750
9 C 0.121 0.633 1.007
10 C -0.940 1.418 0.246
11 C -2.305 1.397 0.935
12 C -2.983 0.043 0.814
13 S -4.078 0.021 -0.642
14 C -4.999 -1.398 -0.208
15 N -4.441 -2.478 0.255
16 N -5.489 -3.357 0.533
17 C -6.575 -2.730 0.187
18 O -6.335 -1.476 -0.284
19 H 5.734 -2.341 -0.148
20 H 5.525 -0.760 0.575
21 H 3.303 -2.216 -0.706
22 H 4.384 -1.424 -1.647
23 H 2.407 -0.124 -1.303
24 H 3.877 0.694 -0.845
25 H 2.155 -0.840 1.162
26 H 3.383 0.390 1.508
27 H 1.750 1.928 1.490
28 H 1.551 1.682 -0.207
29 H 0.088 -0.398 0.657
30 H -0.082 0.614 2.072
31 H -1.048 0.988 -0.746
32 H -0.640 2.454 0.124
33 H -2.140 1.578 1.995
34 H -2.936 2.205 0.584
35 H -3.610 -0.166 1.670
36 H -2.271 -0.766 0.722
37 H -7.567 -3.127 0.252
38 C -0.998 3.484 -3.344
39 Cl -2.020 2.281 -4.118
40 Cl -1.833 4.256 -2.000
41 Cl 0.524 2.747 -2.802
42 H -0.753 4.246 -4.071

Properties
**LUMO level**: -3.6 eV
**F_max**: 1.606 eV Å⁻¹
**Total charge**: +1
**Molecular weight**: 412.19 g/mol
**Gap between HOMO and LUMO**: 7.1976 eV

natural (NBO) population analysis, charges in e, atoms 1 to 4: O -0.48; C 0.50; Cl 0.05; C -0.34

=====

3.
Below is a molecular structure, C14H23N6RuS2 in a non-equilibrium geometry, with properties calculated with ωB97M-V with the def2-TZVPD basis set.

CARTESIAN COORDINATES (ANGSTROEM)
1 Ru -0.749 -0.267 0.609
2 C 0.678 2.715 0.057
3 C 1.658 1.616 -0.316
4 N 1.588 0.522 0.662
5 C 2.118 0.866 1.997
6 C 1.326 0.248 3.137
7 S -0.481 0.441 3.014
8 C -0.675 2.254 2.867
9 C -1.304 2.692 1.553
10 N -0.644 2.137 0.358
11 H 0.626 3.421 -0.773
12 H 1.028 3.273 0.925
13 H 2.666 2.034 -0.388
14 H 1.381 1.203 -1.287
15 H 2.113 -0.264 0.295
16 H 2.121 1.948 2.101
17 H 3.154 0.536 2.103
18 H 1.642 0.688 4.084
19 H 1.477 -0.830 3.200
20 H 0.306 2.690 3.045
21 H -1.338 2.560 3.675
22 H -1.291 3.787 1.533
23 H -2.342 2.365 1.533
24 H -1.256 2.290 -0.437
25 C -1.420 -2.278 -3.284
26 C -0.728 -1.629 -2.135
27 N -1.095 -0.495 -1.656
28 N -2.108 0.158 -2.231
29 C -3.059 0.578 -1.470
30 N -4.053 1.323 -1.957
31 S -3.135 0.137 0.241
32 C 0.338 -2.313 -1.401
33 C 1.240 -3.183 -1.997
34 C 2.164 -3.849 -1.208
35 C 2.143 -3.655 0.167
36 C 1.231 -2.758 0.690
37 N 0.364 -2.089 -0.075
38 H -2.482 -2.388 -3.058
39 H -1.007 -3.259 -3.497
40 H -1.351 -1.643 -4.171
41 H -4.104 1.501 -2.948
42 H -4.877 1.485 -1.401
43 H 1.237 -3.311 -3.070
44 H 2.890 -4.514 -1.656
45 H 2.833 -4.170 0.820
46 H 1.176 -2.570 1.754

Properties
**Multiplicity**: 2
**LUMO level (spin up / spin down)**: -7.7 / -7.9 eV
**F_max**: 4.373 eV Å⁻¹
**Energy relative to the best compared isomer or geometry (same formula, charge and spin)**: 0.1 kcal/mol
**Total charge**: +2
**Molecular weight**: 440.58 g/mol
**Gap between HOMO and LUMO (spin up / spin down)**: 6.8990 / 6.7218 eV

natural (NBO) population analysis, charges in e, atoms 1 to 4: Ru 0.77; C -0.25; C -0.23; N -0.60

=====

4.
Below is 9 unconnected molecules or ions with the total composition C36H61N7O4S2 in a non-equilibrium geometry, with properties calculated with ωB97M-V with the def2-TZVPD basis set.

CARTESIAN COORDINATES (ANGSTROEM)
1 O 3.870 -1.871 6.459
2 S 2.690 -1.036 6.530
3 O 2.708 0.351 6.773
4 C 1.710 -1.335 4.973
5 C 0.229 -1.417 5.388
6 C 0.153 -2.025 6.801
7 C 1.449 -1.825 7.619
8 H 1.965 -2.356 4.690
9 H 2.142 -0.715 4.187
10 H -0.200 -0.419 5.294
11 H -0.273 -2.026 4.637
12 H -0.086 -3.088 6.785
13 H -0.685 -1.607 7.359
14 H 1.911 -2.779 7.873
15 H 1.350 -1.229 8.525
16 O -2.881 -3.916 0.205
17 S -2.099 -4.342 -0.935
18 O -0.808 -4.967 -0.779
19 C -3.126 -5.328 -2.063
20 C -3.018 -4.678 -3.494
21 C -2.987 -3.150 -3.238
22 C -1.949 -2.985 -2.127
23 H -4.125 -5.105 -1.689
24 H -2.822 -6.371 -1.970
25 H -2.165 -5.084 -4.038
26 H -3.887 -4.972 -4.081
27 H -3.964 -2.843 -2.866
28 H -2.654 -2.580 -4.105
29 H -1.915 -2.071 -1.534
30 H -0.915 -3.045 -2.468
31 C -1.543 0.340 -5.907
32 C -2.645 0.074 -6.696
33 C -3.756 -0.189 -5.870
34 N -3.301 -0.139 -4.588
35 C -1.973 0.160 -4.629
36 H -0.532 0.497 -6.254
37 H -2.652 0.073 -7.776
38 H -4.757 -0.512 -6.114
39 H -3.850 -0.195 -3.743
40 H -1.495 0.189 -3.661
41 C -2.310 1.398 2.923
42 C -2.519 0.440 3.931
43 C -2.406 1.072 5.150
44 N -2.215 2.377 4.934
45 C -2.142 2.599 3.566
46 H -2.302 1.256 1.852
47 H -2.740 -0.597 3.727
48 H -2.471 0.674 6.152
49 H -2.221 3.119 5.619
50 H -1.995 3.575 3.125
51 C -3.362 5.332 1.128
52 C -3.163 5.306 -0.415
53 C -2.449 4.025 -0.850
54 C -1.093 3.741 -0.191
55 N -0.096 3.503 0.335
56 H -3.737 4.385 1.516
57 H -3.933 6.210 1.430
58 H -2.367 5.460 1.554
59 H -2.716 6.226 -0.791
60 H -4.112 5.332 -0.950
61 H -2.289 3.864 -1.916
62 H -2.949 3.095 -0.580
63 C 3.326 -4.988 0.821
64 C 4.364 -4.975 -0.295
65 C 3.859 -4.271 -1.554
66 C 2.915 -5.173 -2.314
67 N 2.215 -5.836 -2.944
68 H 3.699 -5.520 1.696
69 H 2.397 -5.487 0.544
70 H 2.965 -4.055 1.253
71 H 4.664 -6.000 -0.517
72 H 5.330 -4.518 -0.082
73 H 4.657 -3.896 -2.193
74 H 3.231 -3.418 -1.296
75 C 1.523 2.205 -3.760
76 C 0.891 3.603 -3.696
77 C 1.041 4.406 -5.006
78 C 0.676 3.726 -6.250
79 N 0.347 3.165 -7.232
80 H 1.684 1.685 -2.815
81 H 2.439 2.209 -4.351
82 H 0.973 1.476 -4.354
83 H 1.344 4.117 -2.849
84 H -0.158 3.549 -3.408
85 H 2.092 4.646 -5.170
86 H 0.569 5.385 -4.925
87 C 0.140 -2.329 1.318
88 C 0.050 -0.768 1.531
89 C 0.792 0.038 0.540
90 C 0.354 -0.315 -0.857
91 N 0.053 -0.556 -1.924
92 H -0.867 -2.735 1.403
93 H 0.892 -2.832 1.927
94 H 0.439 -2.659 0.323
95 H 0.297 -0.522 2.564
96 H -1.018 -0.558 1.494
97 H 1.869 -0.132 0.542
98 H 0.620 1.087 0.780
99 C 3.648 2.213 1.320
100 C 3.511 3.023 -0.033
101 C 2.947 4.467 0.096
102 C 3.973 5.411 0.488
103 N 4.785 6.186 0.746
104 H 4.496 2.672 1.828
105 H 3.832 1.156 1.130
106 H 2.843 2.248 2.054
107 H 2.743 2.550 -0.646
108 H 4.405 3.031 -0.656
109 H 2.125 4.530 0.810
110 H 2.502 4.879 -0.809

Properties
**LUMO level**: 0.0 eV
**F_max**: 4.013 eV Å⁻¹
**Energy relative to the best compared isomer or geometry (same formula, charge and spin)**: 13.3 kcal/mol
**Total charge**: 0
**Molecular weight**: 720.06 g/mol
**Gap between HOMO and LUMO**: 8.1390 eV

Mulliken population analysis, charges in e, atoms 1 to 4: O -0.67; S 1.16; O -0.64; C -0.99

=====

> What is the formula in the third record?

C14H23N6RuS2

=====

> Which formula does entry 1 have?

C19H20BrN3O4